# 1
# C16H24N2O4PdSe2

A structure of composition C16H24N2O4PdSe2 (wB97M-V/def2-TZVPD, the OMol25 dataset).

ORCA input file:
```
! wB97M-V def2-TZVPD RIJCOSX def2/J DEFGRID3
* xyz -2 1
O 0.87 3.83 -0.51
H -2.74 -0.89 -1.31
H -3.97 -5.20 -1.64
C 2.81 -0.64 1.28
H 3.17 -1.67 1.42
C -5.01 -2.29 -0.67
H 0.88 -1.18 2.86
H -2.93 2.13 1.40
Se 1.25 -0.76 0.07
H -2.55 -2.59 0.18
H 3.59 -0.10 0.73
C 0.11 3.00 -0.23
H 1.82 2.25 3.91
H -1.78 -4.29 -2.25
Pd -0.09 1.38 0.73
C -3.30 -0.45 -0.49
H -2.76 -4.32 0.06
O 2.79 2.24 3.75
Se -0.14 1.05 3.35
C -4.74 -4.09 -3.33
C -4.62 0.76 1.51
O 3.86 -0.01 4.86
H 3.67 -1.63 3.63
H -5.41 -3.24 -3.50
C 1.30 -0.31 3.36
C -2.75 -3.39 -0.52
H -6.08 -0.82 1.34
H 3.53 0.90 4.77
H -5.11 1.28 2.32
H -5.62 -4.60 -1.44
N -2.77 0.65 0.01
C -4.63 -4.36 -1.83
H 2.19 1.93 1.78
H -3.77 -3.85 -3.76
C -3.42 1.25 1.00
N -4.10 -3.22 -1.10
H -1.62 -2.53 -2.15
H 1.49 -0.56 4.40
H 3.92 1.68 2.14
H 4.74 -0.37 3.01
H -0.68 -3.55 -1.07
C 2.65 0.02 2.67
C -5.15 -0.40 0.98
C -1.65 -3.45 -1.56
O -6.21 -2.43 -0.84
C 2.90 1.52 2.51
C 3.79 -0.55 3.53
C -4.46 -1.04 -0.03
H -5.16 -4.95 -3.85
*
```

Calculated values
Energy relative to the best compared isomer or geometry (same formula, charge and spin) = 7.9 kcal/mol
HOMO energy = 0.2 eV
Kohn-Sham gap = 4.1 eV

# 2
# C5H11N

The molecule C5H11N in a non-equilibrium geometry (wB97M-V/def2-TZVPD, the OMol25 dataset).

ORCA input file:
```
! wB97M-V def2-TZVPD RIJCOSX def2/J DEFGRID3
* xyz 0 1
H -3.56 -0.81 -0.47
C 2.12 0.52 0.07
C 2.49 -0.24 1.08
H 1.78 -0.68 1.76
N -2.59 -1.07 -0.36
C -1.71 0.12 -0.34
H -1.94 0.64 -1.27
H 0.41 1.75 0.30
C -0.25 -0.30 -0.28
H 0.78 1.27 -1.34
H -2.48 -1.60 0.49
H -0.04 -0.95 -1.12
H -1.94 0.81 0.47
C 0.68 0.90 -0.32
H -0.12 -0.81 0.68
H 3.51 -0.56 1.21
H 2.85 1.02 -0.56
*
```

Calculated values
Energy relative to the best compared isomer or geometry (same formula, charge and spin) = 21.7 kcal/mol
SMILES string = C=CCCCN
HOMO energy = -9.2 eV
Kohn-Sham gap = 10.4 eV

# 3
# C13H25BF3N2O5S

A cluster of 2 separate species, C13H25BF3N2O5S in total in a non-equilibrium geometry (wB97M-V/def2-TZVPD, the OMol25 dataset).

ORCA input file:
```
! wB97M-V def2-TZVPD RIJCOSX def2/J DEFGRID3
* xyz 1 1
C -4.46 2.37 -1.54
N 2.71 -0.33 1.70
H 0.76 2.05 3.15
H -4.12 2.58 -4.03
H 3.87 -4.57 0.64
C -0.77 -2.31 0.37
H 1.76 -2.80 -1.03
H 1.94 2.71 0.60
O -0.89 -0.31 1.60
H 5.32 -4.22 -0.33
H -1.18 1.65 2.05
H 5.81 -1.09 1.56
H -5.56 3.57 -4.28
C -1.16 -0.85 0.33
H 2.89 1.43 2.82
C -0.38 1.01 1.66
C 4.79 -3.99 0.60
H -5.56 0.59 -3.57
H -5.98 1.28 -5.14
O 2.73 -2.82 -0.98
H 5.67 -1.03 -0.21
H -0.14 1.37 0.65
F -1.00 -2.89 -0.81
C -3.94 2.08 0.69
N 4.48 -2.56 0.73
C 2.23 1.03 2.04
H -4.09 2.59 1.63
H 0.69 0.31 3.37
H -2.23 -0.79 0.09
C 0.81 1.10 2.61
C -5.98 1.46 -4.06
H -7.01 1.59 -3.74
H 6.57 -2.34 0.57
H 5.41 -4.30 1.44
C 5.69 -1.69 0.66
O -5.25 3.06 -2.36
O -3.67 1.51 -1.85
C -5.17 2.70 -3.76
H -2.88 2.08 0.42
F -1.39 -2.99 1.31
B 3.34 -2.13 0.01
C 2.81 -0.65 0.44
H 2.93 -1.00 2.43
C 2.54 1.82 0.76
H -0.57 -0.35 -0.45
S 2.41 0.61 -0.62
O -4.69 2.79 -0.29
F 0.57 -2.44 0.60
H -4.28 1.05 0.77
H 3.60 2.06 0.75
*
```

Calculated values
Energy relative to the best compared isomer or geometry (same formula, charge and spin) = 0.0 kcal/mol
HOMO energy = -12.9 eV
Kohn-Sham gap = 8.9 eV

# 4
# C6H7NS

The molecule C6H7NS in a non-equilibrium geometry (wB97M-V/def2-TZVPD, the OMol25 dataset).

ORCA input file:
```
! wB97M-V def2-TZVPD RIJCOSX def2/J DEFGRID3
* xyz 0 1
H -0.57 -1.30 -1.89
C 0.13 0.25 0.55
C -1.20 2.17 1.16
C -1.40 1.81 -0.17
H 1.43 -2.73 -0.50
C 0.08 -0.38 -1.41
H 0.66 0.04 -2.23
H -1.58 3.11 1.55
S -0.11 1.08 2.00
H 0.70 -2.58 1.01
H 2.31 -1.88 0.93
C -0.61 0.68 -0.54
C 1.33 -2.03 0.37
N 0.94 -0.77 -0.18
H -2.12 2.51 -0.64
*
```

Calculated values
Energy relative to the best compared isomer or geometry (same formula, charge and spin) = 74.8 kcal/mol
SMILES string = CN1Cc2ccsc21
HOMO energy = -7.7 eV
Kohn-Sham gap = 8.6 eV

# 5
# C5H10BN

A cluster of 2 separate species, C5H10BN in total in a non-equilibrium geometry (wB97M-V/def2-TZVPD, the OMol25 dataset).

ORCA input file:
```
! wB97M-V def2-TZVPD RIJCOSX def2/J DEFGRID3
* xyz 0 1
C 1.97 1.49 -0.02
H 1.94 -0.74 -2.48
C -2.25 -1.18 0.04
C -0.62 0.06 1.76
C -1.56 -0.31 0.91
H 2.23 1.79 -1.01
C 1.40 -0.88 -1.48
H -1.73 -1.77 -0.79
H 0.07 -0.66 2.29
H -1.86 0.81 -0.83
H -0.58 1.15 2.08
H 1.14 2.03 0.35
H -3.09 -1.83 0.35
N -2.32 0.25 -0.05
B 1.60 0.04 -0.50
H 2.70 1.61 0.81
H 0.98 -1.86 -1.42
*
```

Calculated values
Energy relative to the best compared isomer or geometry (same formula, charge and spin) = 127.6 kcal/mol
SMILES string = C=C1CN1.C=BC
HOMO energy = -8.5 eV
Kohn-Sham gap = 9.0 eV

# 6
# C3H3FGdO

A structure of composition C3H3FGdO in a non-equilibrium geometry (wB97M-V/def2-TZVPD, the OMol25 dataset).

ORCA input file:
```
! wB97M-V def2-TZVPD RIJCOSX def2/J DEFGRID3
* xyz 1 8
H -2.23 1.57 -0.17
C -1.28 1.34 -0.69
Gd 1.09 -2.39 0.34
O -1.29 0.00 -1.25
C -0.02 -0.26 -0.63
H -1.07 2.11 -1.44
C -0.15 0.84 0.16
H -0.04 -1.05 1.68
F 1.12 1.13 1.00
*
```

Calculated values
Energy relative to the best compared isomer or geometry (same formula, charge and spin) = 18.2 kcal/mol
HOMO energy (spin up / spin down) = -12.4 / -13.2 eV
Kohn-Sham gap (spin up / spin down) = 8.0 / 6.6 eV

# 7
# C42H60N3O35S

A cluster of 12 separate species, C42H60N3O35S in total in a non-equilibrium geometry (wB97M-V/def2-TZVPD, the OMol25 dataset).

ORCA input file:
```
! wB97M-V def2-TZVPD RIJCOSX def2/J DEFGRID3
* xyz 1 1
O 1.01 1.16 -5.08
C -10.85 0.82 1.87
C 0.31 2.54 6.51
H 6.38 -5.12 1.77
H -6.35 2.33 2.09
O 0.53 3.84 6.16
C -10.09 0.25 3.02
H 2.10 2.48 0.33
H -0.89 -0.58 -7.94
C -3.13 -8.72 -8.55
O 4.51 0.33 4.55
O -10.33 2.13 1.75
C -0.86 -0.80 -10.66
H -3.23 -8.00 -9.36
H 2.05 -0.27 9.07
H -0.76 4.27 2.86
H -4.35 4.11 1.46
C 0.80 2.96 2.44
C 1.59 0.24 -0.10
C 0.99 8.04 1.19
H 2.28 -1.32 5.42
H 1.95 0.42 -1.20
H -1.00 -6.39 -1.91
C 5.49 -4.75 1.25
C 5.59 -3.30 0.89
O -2.88 0.15 1.01
H 0.31 2.04 0.28
H 4.46 0.94 7.63
O -0.17 8.23 0.39
C 0.27 0.36 -5.59
H 1.40 -1.49 3.72
C -1.66 -5.04 -4.26
H -2.31 1.53 -12.16
C 5.97 -4.54 -0.93
C -4.57 3.09 1.12
H -1.02 0.66 -13.03
O -0.61 -5.02 -3.40
O -3.36 -8.89 -6.28
C 7.35 1.85 1.68
H 7.22 0.80 1.94
C 2.78 3.03 3.71
H 1.15 5.88 1.15
O 1.07 1.64 6.27
H -4.32 -7.40 -7.32
H 2.38 -0.44 0.40
C -1.15 7.44 0.90
H 2.51 2.94 4.82
C 0.43 -1.77 -1.39
H -0.47 5.56 6.77
C 2.70 1.68 2.81
O -1.86 -8.59 -7.93
N 1.34 1.59 2.14
H -1.47 -1.78 -5.20
H 7.31 2.30 3.80
C -1.30 -0.50 -6.93
H 0.58 -6.59 -2.71
C 1.92 -0.77 4.48
O -0.93 0.52 -10.98
C 4.67 -0.51 9.99
H 2.47 4.13 2.03
H 4.61 -4.97 1.85
O -8.85 0.95 2.96
H 3.44 1.85 1.94
C 2.99 -0.38 8.52
C -3.62 1.07 1.24
H -10.67 0.28 0.94
O -0.14 -1.25 -9.81
O 4.57 0.81 9.67
C 0.77 6.68 1.79
H -2.39 -0.50 -7.00
H 1.90 8.08 0.59
C -0.47 -6.34 -2.87
O -2.30 7.48 0.57
C -2.53 -0.62 -12.14
C -2.04 -8.83 -6.60
O 3.83 -1.27 9.23
H 8.80 2.79 2.98
H -4.96 2.56 3.18
C -1.35 3.71 7.45
O 6.11 2.42 1.27
C 3.79 0.89 8.49
H 0.06 -1.23 0.82
O -1.71 -1.54 -11.43
H 4.60 -2.82 0.79
C 1.34 1.65 0.63
C 6.09 3.70 1.73
O -2.08 -6.32 -4.49
C -4.08 -8.46 -7.43
O -0.65 6.58 1.84
S 3.33 0.11 3.60
H -3.22 -9.73 -8.95
N 1.88 3.91 2.87
O 7.12 3.94 2.58
H 1.20 6.59 2.78
C -0.78 -1.57 -6.02
C -1.12 -7.19 -3.92
H -5.15 3.15 0.19
N -0.45 3.43 2.35
O -3.38 2.36 0.88
O -4.81 0.96 1.90
C -9.09 2.12 2.30
O -2.15 -4.06 -4.75
H -9.93 -0.83 2.93
H 2.77 -0.75 7.52
C 0.77 -2.47 -2.46
H -5.01 -9.02 -7.53
H 1.15 0.07 4.76
H -2.75 -1.00 -13.14
H 3.15 1.78 8.50
H 6.18 -2.73 1.62
O 5.26 4.52 1.41
O 6.22 -3.32 -0.38
H 3.86 3.47 3.64
C -0.68 4.55 6.41
H -1.11 2.98 1.68
C 7.72 2.68 2.87
H -0.62 0.08 -0.44
H -11.93 0.84 2.06
H -1.60 -8.07 -3.50
H 1.03 8.83 1.95
H -3.47 -0.49 -11.60
C 0.23 -0.68 -0.19
O 5.40 -5.38 -0.02
H -10.56 0.46 3.99
O 0.40 -0.99 -5.49
H -1.25 4.61 5.48
O 6.21 -4.83 -2.07
O 3.83 -0.82 2.51
H -0.42 -7.50 -4.69
O -0.82 0.70 -6.33
O 5.40 -0.95 10.84
O -0.87 2.40 7.16
H -0.56 -2.50 -6.55
C -5.26 2.28 2.17
H 1.40 -2.92 -3.32
H 8.06 1.93 0.86
H -1.06 3.98 8.46
O -8.29 3.02 2.22
O -1.14 -8.96 -5.80
H -2.44 3.75 7.37
C -1.70 0.62 -12.17
*
```

Calculated values
HOMO energy = -10.9 eV
Kohn-Sham gap = 6.6 eV

# 8
# B6CuF16H8

A structure of composition B6CuF16H8 in a non-equilibrium geometry (wB97M-V/def2-TZVPD, the OMol25 dataset).

ORCA input file:
```
! wB97M-V def2-TZVPD RIJCOSX def2/J DEFGRID3
* xyz -4 2
H 12.67 9.45 -17.78
H 9.56 9.79 -15.42
B 10.22 5.51 -17.66
F 12.03 11.56 -14.16
H 11.35 8.09 -18.32
H 9.29 8.01 -14.88
F 9.17 9.00 -17.91
B 13.13 10.85 -14.60
F 10.12 4.23 -17.07
B 12.38 8.58 -18.48
B 12.36 6.43 -13.87
H 10.84 8.79 -14.39
F 10.30 6.57 -16.72
F 9.17 5.66 -18.56
Cu 11.00 8.75 -16.48
F 11.04 6.25 -13.43
F 12.71 9.88 -15.57
B 9.29 10.37 -18.09
F 9.75 10.64 -19.39
H 9.18 9.39 -13.64
H 12.43 8.94 -19.57
B 9.74 9.03 -14.58
F 14.07 11.78 -15.14
H 13.13 7.71 -18.35
F 8.08 11.06 -17.87
F 12.99 7.25 -12.94
F 10.27 10.82 -17.21
F 12.37 7.01 -15.17
F 12.97 5.16 -13.95
F 13.77 10.16 -13.56
F 11.44 5.49 -18.38
*
```

Calculated values
Energy relative to the best compared isomer or geometry (same formula, charge and spin) = 0.0 kcal/mol
HOMO energy (spin up / spin down) = 2.4 / 2.4 eV
Kohn-Sham gap (spin up / spin down) = 7.3 / 7.2 eV

# 9
# C38H106N8O14

A cluster of 11 separate species, C38H106N8O14 in total in a non-equilibrium geometry (wB97M-V/def2-TZVPD, the OMol25 dataset).

ORCA input file:
```
! wB97M-V def2-TZVPD RIJCOSX def2/J DEFGRID3
* xyz 0 1
H -0.21 -2.32 -7.01
C -1.92 4.04 6.71
H 5.01 2.16 0.77
H 6.67 -4.72 -2.96
H 5.16 -0.21 5.05
N -0.48 -2.29 -7.98
H 6.17 -0.09 7.45
H 3.34 4.51 4.47
H 1.64 -0.08 -5.96
H 6.80 -2.25 5.86
O 3.26 -3.22 -2.21
H -0.14 -1.98 1.84
H 2.22 -4.84 -1.63
H 5.71 -3.37 6.32
H 0.50 3.74 5.90
C 0.98 -0.48 -5.18
H 2.82 1.91 -0.53
H 4.45 2.41 -2.51
C 4.25 -0.62 5.50
O -0.20 0.20 2.66
H 2.97 1.04 3.34
H 5.05 -3.25 -5.15
C 5.47 -3.06 -3.16
H -4.88 -0.58 -0.74
C -4.24 -1.14 -3.02
C 0.20 3.91 -1.90
C 3.48 2.00 3.40
H -3.07 -5.21 -6.71
C -0.62 1.04 3.72
H -3.19 5.32 8.01
O -1.13 5.04 6.18
H -0.34 3.86 4.44
H 0.64 2.95 -1.61
H 3.82 2.05 4.44
C -2.09 -5.67 -6.53
C -1.21 3.84 -2.44
O -5.00 -2.28 -2.46
O 3.16 4.46 3.53
C -0.13 4.44 5.34
H -1.83 0.27 1.60
O -2.23 -6.19 -5.19
H 3.91 -2.13 6.95
H -2.99 3.61 -1.35
C 2.58 3.20 3.08
C -2.56 -1.90 4.58
C -3.27 4.61 7.18
H -4.16 2.57 7.56
C 5.08 -2.39 -4.48
H 4.19 -1.77 -4.54
H -3.93 1.57 1.87
H 2.52 3.21 2.00
C -5.71 1.54 4.54
C 2.13 -0.16 6.32
C 3.79 0.75 -1.95
C -0.11 -0.59 0.45
H -4.98 2.59 2.33
H 1.49 0.71 6.52
H 3.96 -4.71 -3.27
H 1.61 -0.69 5.53
C -1.17 -4.39 -3.83
C 4.76 -1.59 6.53
H 2.96 0.08 -2.18
C -0.12 -0.94 -8.28
H 1.59 3.12 3.53
H -1.30 0.47 4.35
H 2.09 -0.80 7.20
H 0.38 4.68 -1.15
H 0.92 -2.40 0.65
H 5.30 2.49 3.30
H -5.14 -1.05 3.79
H -1.62 -1.66 5.07
H -4.31 4.34 5.56
H 5.56 -2.38 -2.30
C 5.52 -0.92 7.71
H 2.69 -3.85 -0.21
O -2.92 3.24 -4.01
H -0.17 -1.21 -10.35
C -4.31 3.62 7.83
H -1.27 -2.44 -4.71
H -6.61 0.92 4.50
H -4.19 3.47 -5.61
H 7.27 -3.70 -4.01
H 0.85 4.21 -2.73
C -0.55 -0.45 -9.66
H -3.69 1.56 3.85
O -4.49 0.21 -1.10
N -4.86 1.60 2.26
H -5.38 1.34 5.55
H -1.98 2.54 -1.31
H 0.07 0.42 -9.87
H -4.32 -1.11 -4.11
C -0.36 -0.29 -1.04
C -0.76 0.40 1.40
O 3.40 0.39 6.04
H -1.25 -0.89 -1.28
H -2.62 3.62 -6.07
H 4.69 -4.38 -1.65
H -0.47 0.79 -1.13
H -1.29 -3.63 -5.76
N -3.92 5.16 6.00
C -1.59 2.95 -3.65
H -1.34 3.77 7.59
H 6.07 -1.65 8.31
H -4.31 1.04 -3.00
H -1.68 1.88 -3.46
C -4.62 1.07 3.58
H 3.47 0.48 0.10
H 0.31 -0.80 -1.73
H -0.84 2.95 -4.45
H -3.23 -2.62 5.07
H 5.95 -1.81 -4.80
O -3.23 -0.63 4.61
O 4.73 1.98 2.72
C 4.34 -3.95 -2.58
H -0.35 -5.10 -3.72
N 6.76 -3.73 -3.14
N 5.81 -2.44 5.95
H 0.18 1.33 4.40
H -5.39 3.77 7.76
N -1.98 3.55 -1.29
H 4.74 0.22 -1.92
H 1.29 -1.51 -5.00
C -2.46 -5.18 -4.24
H -2.27 -2.21 3.57
O -0.35 -0.54 -5.75
H -1.20 -5.15 -6.87
H 3.65 -1.08 4.72
C 2.31 -3.83 -1.23
H -1.27 -4.10 -1.56
H -0.12 1.03 -7.21
H -0.86 -2.70 -2.37
O 4.97 1.90 -0.15
H -3.87 -0.81 2.63
N -0.89 -3.36 -4.87
H 4.85 -0.34 8.35
H -2.49 -3.33 -2.45
H 0.97 -0.94 -8.17
H -0.61 1.43 1.09
H -4.11 3.47 8.89
H -1.63 -0.37 -9.62
H -4.89 -2.29 -1.51
H 1.12 0.24 -4.37
C -1.44 -3.61 -2.52
H -0.02 -2.95 -8.58
H -5.88 0.19 -2.64
H 1.41 -3.21 -1.24
H -1.58 0.05 -7.41
H -1.07 1.96 3.35
H -2.10 -6.57 -7.14
H -5.91 2.58 4.28
H -3.18 -1.28 -2.83
H 0.56 5.26 5.13
H -3.15 5.42 5.40
C -4.80 0.18 -2.53
C 3.73 1.31 -0.57
H -2.82 -5.51 -3.26
N 0.02 -1.98 0.84
C -4.24 -0.46 3.60
H -3.19 -4.48 -4.66
H -2.08 3.21 6.02
H -3.16 1.96 -5.59
C -0.52 0.02 -7.13
O 3.90 1.75 -2.93
H -1.52 4.84 -2.75
H 0.91 -0.22 0.55
C -3.22 3.03 -5.39
*
```

Calculated values
Energy relative to the best compared isomer or geometry (same formula, charge and spin) = 305.3 kcal/mol
SMILES string = COC[C@H](C)N.COC[C@H](C)N.COC[C@H](C)N.COC[C@H](C)N.COC[C@H](C)N.COC[C@H](C)N.COC[C@H](C)N.COC[C@H](C)N.OCCO.OCCO.OCCO
HOMO energy = -8.7 eV
Kohn-Sham gap = 9.0 eV